# 1
An isolated ion of composition C6H12N and charge +1 at a distorted geometry. Source: the OMol25 dataset; level of theory: ωB97M-V/def2-TZVPD.

XYZ file:
```
19
Properties=species:S:1:pos:R:3
N 1.966 -0.884 0.450
C 1.651 -0.580 -1.003
C -0.117 1.037 -0.295
C -0.867 0.074 0.230
C -3.337 0.103 0.753
C -2.063 0.345 1.055
C 1.091 0.824 -1.188
H 1.014 -1.401 -1.316
H 2.334 -0.077 0.960
H 0.801 0.979 -2.225
H 2.612 -1.666 0.531
H 1.116 -1.175 0.927
H 1.948 1.452 -0.932
H -3.605 -0.822 0.244
H -0.655 -0.995 0.132
H -1.882 1.025 1.887
H -0.475 2.032 -0.066
H 2.579 -0.767 -1.540
H -4.108 0.495 1.394
```

Its spin multiplicity is 1. The total energy is -7898.34436 eV. The HOMO-LUMO gap comes out at 9.20 eV. The structure (SMILES) is C=C/C=C/CC[NH3+]. As for the charge: +1. The HOMO energy is -12.814 eV.

# 2
A 2-piece molecular cluster, C2HClF2O overall at a distorted geometry. Source: the OMol25 dataset; level of theory: ωB97M-V/def2-TZVPD.

XYZ file:
```
7
Properties=species:S:1:pos:R:3
Cl 2.723 0.377 -0.679
F -2.464 0.403 0.044
F -1.336 -1.398 -0.670
O -0.210 0.526 -0.306
C -0.166 0.044 0.916
C -1.303 -0.256 0.019
H 2.757 0.304 0.676
```

Its spin multiplicity is 1. The total energy is -22091.33445 eV. The HOMO-LUMO gap comes out at 10.31 eV. The HOMO energy is -10.780 eV.

# 3
CH5O2PS as an isolated structure at a distorted geometry. Source: the OMol25 dataset; level of theory: ωB97M-V/def2-TZVPD.

XYZ file:
```
10
Properties=species:S:1:pos:R:3
S -1.783 1.768 0.965
P -0.836 -0.119 0.865
O -1.112 -0.622 -0.684
O 0.571 0.431 0.618
C 1.800 -0.291 -0.630
H -1.671 -1.426 -0.783
H 2.309 -1.130 -0.203
H 2.320 0.729 -0.799
H 1.050 -0.636 -1.375
H -2.648 1.296 2.026
```

Its spin multiplicity is 1. The total energy is -25336.05727 eV. The HOMO-LUMO gap comes out at 8.10 eV. The HOMO energy is -8.189 eV.

# 4
An isolated molecule of C11H16N2O2 at a distorted geometry. Source: the OMol25 dataset; level of theory: ωB97M-V/def2-TZVPD.

XYZ file:
```
31
Properties=species:S:1:pos:R:3
O 0.387 -0.360 3.268
O -2.533 -0.757 0.452
N 0.120 -2.760 1.620
N -0.579 -1.783 0.955
C -1.906 -1.700 0.905
C -0.041 0.700 1.163
C 0.226 -1.288 -2.267
C 0.250 -0.530 0.295
C -0.161 1.005 -1.592
C -0.033 1.908 0.556
C -0.035 2.127 -0.866
C 1.776 -0.828 0.342
C 0.156 3.527 -1.311
C -0.066 0.543 2.605
C -0.258 -0.366 -1.157
H -2.420 -2.439 1.572
H -0.309 -2.356 -2.004
H -0.415 3.473 -2.288
H -0.307 1.209 -2.681
H 0.310 -2.454 2.576
H 2.070 -0.119 -0.590
H -0.267 -1.140 -3.235
H 1.350 -1.306 -2.361
H -0.410 1.475 3.108
H -0.210 2.785 1.189
H -0.491 -3.557 1.694
H 1.253 3.659 -1.601
H 2.262 -0.548 1.304
H -1.408 -0.582 -1.002
H 1.996 -1.921 0.072
H -0.309 4.383 -0.719
```

Its spin multiplicity is 1. The total energy is -18738.21243 eV. The HOMO-LUMO gap comes out at 8.05 eV. The structure (SMILES) is CC1=C[C@@H](C)[C@](C)(N(N)C=O)C(C=O)=C1. The HOMO energy is -8.273 eV.